<i>
8
Properties=species:S:1:pos:R:3:lowdin_charge:R:1 method="wB97M-V/def2-TZVPD" charge=0 gap_ha=0.31712 homo_energy_ha=-0.2819 smiles="CC1=CS1"
H -0.7666 1.1234 1.4528 0.0959
C -0.0336 0.0029 -0.4562 -0.5817
C 0.7570 0.2313 -1.4150 -0.3012
H 1.6815 0.5696 -1.6461 0.0368
H 0.3995 -0.3124 1.5236 0.0796
S -0.3166 -1.2570 -1.7327 0.6903
H -1.2582 -0.4880 1.2446 0.0296
C -0.4630 0.1303 1.0291 -0.0494

<ii>
8
Properties=species:S:1:pos:R:3:lowdin_charge:R:1 method="wB97M-V/def2-TZVPD" charge=0 gap_ha=0.31450 homo_energy_ha=-0.3183
C 1.3286 0.7409 -0.2276 -0.5166
H 1.2332 -1.1926 0.9407 -0.0825
H -0.9530 1.0574 -0.7744 -0.0527
C -1.8944 -0.6099 0.2702 0.0029
C -1.4638 0.4214 -0.1871 -0.0389
H -2.4924 -1.4373 0.4987 -0.0011
H 1.9744 1.4821 -0.7895 -0.0360
S 2.2676 -0.4620 0.2689 0.7251

Which one is most stable, and which one is least stable? <i> is the most stable of them, while <ii> is the least stable.

<i>
8
Properties=species:S:1:pos:R:3:lowdin_charge:R:1 method="wB97M-V/def2-TZVPD" charge=0 gap_ha="0.20745 / 0.20757" homo_energy_ha="-0.2677 / -0.2677"
H -2.6384 -2.2651 -0.0561 0.0441
H 1.2365 -0.1221 0.5466 0.0019
C -1.5556 -0.2199 -0.0787 -0.4418
C -2.3179 -1.2540 -0.0646 -0.4233
S -3.2805 0.3460 -0.0410 0.5948
H 0.6182 1.6191 0.4535 0.0051
H 0.9763 0.6838 -1.0951 0.0031
C 0.8915 0.7076 -0.0302 0.2161

<ii>
8
Properties=species:S:1:pos:R:3:lowdin_charge:R:1 method="wB97M-V/def2-TZVPD" charge=0 gap_ha="0.24907 / 0.24915" homo_energy_ha="-0.2785 / -0.2786"
S 0.8666 0.1147 -1.6714 0.8994
H 2.2449 -0.3499 0.3601 0.0671
H -1.8096 0.3380 1.3370 -0.0858
C 0.1721 0.2594 -0.1559 -0.4951
C -1.6453 1.0377 0.5386 0.0295
H 1.0818 -1.7139 0.0258 0.0723
H -2.2029 0.9653 -0.3785 -0.0783
C 1.2925 -0.6514 -0.0557 -0.4091

Which one is most stable, and which one is least stable? <i> is the most stable of them, while <ii> is the least stable.

<i>
16
Properties=species:S:1:pos:R:3:lowdin_charge:R:1 method="wB97M-V/def2-TZVPD" charge=0 gap_ha=0.31377 homo_energy_ha=-0.3035
H -1.5615 0.1383 -1.3458 0.1074
H -1.0145 2.6071 -0.2789 0.1107
C -1.4395 1.6693 0.2568 -0.1029
C -0.4068 -0.6590 0.1936 -0.2706
S 2.8835 -0.0718 0.0517 0.7016
H 1.4208 1.6102 -0.4602 -0.0715
C -0.0134 -1.9649 -0.4474 -0.1319
H 0.1212 -0.3644 1.1897 0.1075
H -2.4565 1.7728 0.1038 0.0282
H 2.8538 -0.6098 1.3862 -0.0629
C -1.0705 0.3200 -0.3794 -0.2018
H 1.1249 -2.1522 -0.2206 0.0596
H -0.5891 -2.8505 -0.1319 0.0617
C 1.7030 1.0141 0.3596 -0.4802
H -1.3657 1.5634 1.2991 0.0539
H -0.1899 -2.0225 -1.5763 0.0913

<ii>
16
Properties=species:S:1:pos:R:3:lowdin_charge:R:1 method="wB97M-V/def2-TZVPD" charge=0 gap_ha=0.34076 homo_energy_ha=-0.3227
C 0.0643 0.8645 -0.5128 -0.2758
H 0.3140 0.5811 -1.6117 0.1511
C 0.5116 -0.7917 0.5177 -0.1914
H -0.0310 1.9949 -0.4698 0.1352
H 1.0018 1.2061 1.1580 0.0798
C 1.1972 0.4927 0.4490 -0.9385
H 3.2961 0.7413 1.3295 0.0388
C -0.8197 0.0268 0.2128 -0.4457
H -2.1555 0.3156 -1.4587 0.1408
H -2.9065 -0.8595 0.2220 0.1148
H 0.5539 -1.4717 1.2867 0.0733
H -1.5842 -1.9544 -1.0988 0.1645
C -1.9102 -0.6853 -0.6113 -0.1168
H -1.2381 0.4895 1.0984 0.1389
H 1.0115 -1.4205 -0.3526 0.1394
S 2.6948 0.4708 -0.1583 0.7916

<iii>
16
Properties=species:S:1:pos:R:3:lowdin_charge:R:1 method="wB97M-V/def2-TZVPD" charge=0 gap_ha=0.35029 homo_energy_ha=-0.3124 smiles=CSCC1CC1
C 2.5852 0.8165 0.1031 -0.4052
H 3.5552 0.7652 -0.3211 -0.0063
H -2.0007 0.2510 1.6857 0.0921
H -0.1585 -1.7186 -0.5169 0.0992
S 2.0205 -0.9479 0.2403 0.7353
H -1.3231 -1.3890 1.2075 0.0878
H 1.8524 1.4168 -0.5626 0.0555
H -0.3937 1.2144 0.2067 0.0927
H -2.8202 0.7071 -0.4725 0.1203
C -1.6120 -0.4139 0.9807 -0.1290
H -2.0865 -0.8769 -1.1954 0.1087
C -2.0382 -0.1089 -0.4009 -0.1287
H 2.2737 1.1625 1.1857 0.0624
H 0.4400 -0.4393 -1.6419 0.0815
C -0.6515 0.2392 0.0765 -0.3763
C 0.3575 -0.6780 -0.5749 -0.4900

<iv>
16
Properties=species:S:1:pos:R:3:lowdin_charge:R:1 method="wB97M-V/def2-TZVPD" charge=0 gap_ha=0.34462 homo_energy_ha=-0.3076 smiles=C[C@@H]1CS[C@@H]1C
C -0.6203 -1.3393 0.3078 -0.5034
H -0.3210 0.9163 1.5543 0.0970
H -0.7433 -2.2609 -0.3483 0.0886
S -1.5383 0.0660 -0.3742 0.7820
C 0.7342 -0.6152 0.5551 -0.3788
C 0.0090 0.7996 0.5153 -0.5631
H 0.0926 2.8607 -0.0095 0.0883
H 2.0357 -2.0208 -0.4652 0.0671
H 1.5178 2.0959 0.7245 0.1005
H 1.0797 -0.8317 1.6200 0.1374
C 1.8737 -0.9370 -0.5340 -0.0615
H -1.0828 -1.6154 1.2670 0.0632
C 0.7502 1.9519 -0.0855 -0.1198
H 1.6057 -0.6980 -1.5450 0.0604
H 1.0978 1.8315 -1.0993 0.0697
H 2.8495 -0.4931 -0.2635 0.0723

Which one is most stable, and which one is least stable? <iv> is the most stable of them, while <ii> is the least stable.

<i>
16
Properties=species:S:1:pos:R:3:lowdin_charge:R:1 method="wB97M-V/def2-TZVPD" charge=0 gap_ha=0.31788 homo_energy_ha=-0.3098 smiles="CC(=S)C(C)C"
H 1.0120 0.5835 1.1964 0.0695
C 0.8355 -0.4975 1.2409 -0.0590
H 1.8645 -1.1313 -1.1326 0.0720
H -0.1935 -1.8620 -0.1141 0.0888
H -0.7032 1.9311 -0.8484 0.0875
H 0.1707 -0.6765 2.0557 0.0681
H -2.2045 1.7637 0.0255 0.0411
S -2.6112 -0.8486 -0.0685 0.7657
H 1.7846 -1.0990 1.3299 0.1038
C 0.0725 -0.8514 -0.0726 -0.4755
C -1.1938 -0.1044 -0.1028 -0.8176
H -0.7666 1.7181 0.9398 0.0787
C -1.1999 1.4185 -0.0162 -0.1214
H 0.6377 -0.4976 -2.2021 0.0840
H 1.4552 0.5893 -1.0473 0.0909
C 1.0398 -0.4358 -1.1836 -0.0766

<ii>
16
Properties=species:S:1:pos:R:3:lowdin_charge:R:1 method="wB97M-V/def2-TZVPD" charge=0 gap_ha=0.35537 homo_energy_ha=-0.3142 smiles="C/C=C/CSC"
C 0.5527 -0.5198 -0.3910 -0.4771
H -0.3578 2.5782 2.3423 0.0732
C -0.6021 0.6103 1.6116 -0.1736
H -1.1479 -0.3192 1.7593 0.0953
H -0.4036 1.3605 3.6236 0.0613
H -1.9227 1.8023 2.7276 0.0746
S -0.0685 -0.0860 -2.1110 0.7611
H -0.0281 -2.5513 -2.7487 0.0455
H 0.1018 -1.4725 0.0101 0.0910
C 0.2029 0.6503 0.5275 -0.2160
H 0.7360 1.5880 0.3208 0.1004
H 1.6170 -0.7161 -0.4354 0.0627
H 1.5654 -1.6809 -2.9104 0.0486
H 0.1462 -1.3152 -4.0004 -0.0059
C 0.4454 -1.5810 -3.0152 -0.4452
C -0.8367 1.6525 2.6895 -0.0957

Which one is most stable, and which one is least stable? <i> is the most stable of them, while <ii> is the least stable.

<i>
16
Properties=species:S:1:pos:R:3:lowdin_charge:R:1 method="wB97M-V/def2-TZVPD" charge=0 gap_ha=0.35512 homo_energy_ha=-0.3219 smiles="C=CCCCS"
H 0.4447 -1.6287 -3.1754 0.0660
H -1.0441 -1.3572 -2.1978 0.0633
H 1.4650 0.4582 -2.3763 0.1062
H -0.7571 -0.9365 0.1015 0.0634
C -0.3193 0.0520 1.9935 -0.5398
C 0.6383 -0.0121 -1.7929 -0.2186
H 0.8501 -1.2235 0.7289 0.1119
H 0.5014 0.6571 2.3671 0.0778
C 0.0103 -1.0669 -2.2969 -0.0312
H -1.6932 2.2595 2.4451 -0.1456
C 0.0251 -0.5348 0.6663 -0.3097
H -0.5782 -0.6996 2.7040 0.0552
C 0.6002 0.4953 -0.3951 -0.2509
H 1.6465 0.9750 0.0131 0.1576
S -1.7573 1.1252 1.6888 0.7030
H -0.0324 1.4372 -0.4740 0.0916

<ii>
16
Properties=species:S:1:pos:R:3:lowdin_charge:R:1 method="wB97M-V/def2-TZVPD" charge=0 gap_ha=0.34817 homo_energy_ha=-0.3086 smiles=CSC1CCC1
H 1.1307 -2.1803 0.0453 0.0967
C 1.8496 -0.0689 -0.6333 -0.2285
H 0.3368 1.4466 -1.0565 0.0960
C 1.2934 -1.1269 0.3398 -0.1896
H -2.3967 0.6374 1.0290 0.0443
H 2.9046 0.2660 -0.5383 0.1050
H 1.9321 -1.1871 1.2530 0.1099
C -2.6608 0.1906 0.0596 -0.4333
H -2.8483 1.0410 -0.5781 0.0237
C 0.0104 -0.2014 0.4631 -0.5910
C 0.8061 0.9179 -0.2201 -0.2470
H -3.6210 -0.2456 0.1604 0.0166
H -0.2754 0.0096 1.4834 0.0927
S -1.3379 -0.8127 -0.5702 0.8471
H 1.1034 1.7766 0.4703 0.1290
H 1.7732 -0.4628 -1.7075 0.1283

Which one is most stable, and which one is least stable? <ii> is the most stable of them, while <i> is the least stable.

<i>
10
Properties=species:S:1:pos:R:3:lowdin_charge:R:1 method="wB97M-V/def2-TZVPD" charge=0 gap_ha=0.34114 homo_energy_ha=-0.3210 smiles=Sc1cnc(S)o1
N -1.0054 1.4568 -0.0043 0.1052
C 0.9114 0.1798 -0.1125 -0.5939
H -2.0682 -1.8903 0.2175 -0.0522
S -2.7383 -0.6683 -0.0498 0.8369
C -1.2774 0.2527 0.0682 -0.8170
S 2.5431 -0.6091 -0.0045 0.8513
H 2.3028 -1.8090 -0.0651 -0.2241
C 0.4878 1.4473 -0.0824 -0.0809
O -0.2065 -0.6808 -0.0756 -0.1193
H 1.0508 2.3207 0.1085 0.0941

<ii>
10
Properties=species:S:1:pos:R:3:lowdin_charge:R:1 method="wB97M-V/def2-TZVPD" charge=0 gap_ha=0.33592 homo_energy_ha=-0.3491 smiles="O=C1SCC=NS1"
S 0.3973 -1.9992 -0.2378 0.9303
N -1.1423 -1.1649 -0.5065 -0.3054
C 1.6258 -0.5913 -0.2023 -1.1195
C -1.3619 0.0143 -0.1314 -0.3742
H -0.9517 2.0601 0.3272 0.1539
S 1.3698 0.9467 -0.5839 0.9837
H -2.3222 0.3483 -0.5804 0.1163
C -0.3059 0.9791 0.3757 -0.3791
H -0.0943 0.4330 1.4153 0.1243
O 2.7853 -1.0263 0.1240 -0.1303

Which one is most stable, and which one is least stable? <i> is the most stable of them, while <ii> is the least stable.